Entry 1:
C4H7NO | wB97M-V/def2-TZVPD

The gap between HOMO and LUMO is 8.75 eV. The calculation puts the total energy at -7795.7806 eV. As for the energy relative to the best compared isomer or geometry (same formula, charge and spin): 372.8 kJ/mol.

The geometry in ORCA input format:
```
! wB97M-V def2-TZVPD RIJCOSX def2/J DEFGRID3
* xyz 0 1
O -0.398 -0.450 1.564
N 1.810 1.778 0.245
C 1.621 0.614 -0.061
C -0.513 0.680 2.098
C 0.089 -0.864 -1.401
C 1.277 -0.603 -0.407
H 1.772 -1.529 -0.167
H 0.522 -1.526 -2.164
H -1.101 1.451 1.594
H 0.233 1.019 2.844
H -0.632 -1.340 -0.935
H -0.284 0.014 -1.923
H 1.621 2.127 1.176
*
```

---

Entry 2:
C30H22IN6S7SbTcTe | wB97M-V/def2-TZVPD

The gap between HOMO and LUMO is 4.46 eV. The calculation puts the total energy at -140362.5748 eV.

The geometry in ORCA input format:
```
! wB97M-V def2-TZVPD RIJCOSX def2/J DEFGRID3
* xyz 3 1
I -4.799 2.373 2.939
Te -1.845 -0.503 -2.182
Sb 2.249 3.562 -1.552
Tc -0.086 -0.410 -0.034
S 1.159 1.069 -1.334
S -4.853 -0.024 -0.702
S 1.314 4.677 0.034
S 0.201 1.824 -3.055
S -1.757 1.918 -2.497
S 2.437 -6.341 -3.123
S 1.819 3.172 4.144
N -1.022 2.319 1.108
N -1.445 -3.062 2.937
N -1.028 -1.821 1.189
N 1.503 -0.231 1.377
N -1.324 1.017 0.927
N 1.141 -2.028 -0.565
C 2.992 -4.026 -1.086
C 2.295 -2.105 0.156
C -3.868 -0.681 -1.945
C -2.155 -2.592 0.934
C 1.816 -3.978 -1.816
C 3.567 3.057 5.999
C 3.252 -3.090 -0.077
C 3.761 1.898 5.205
C 4.449 -3.095 0.728
C 0.914 -2.945 -1.500
C -0.628 -2.149 2.416
C -3.011 2.054 1.997
C 4.641 -2.177 1.698
C -6.272 -0.569 -1.469
C 0.435 -4.887 -3.751
C -2.529 0.854 1.487
C -6.012 -1.225 -2.636
C -2.016 2.975 1.716
C -4.630 -1.283 -2.923
C 2.794 0.764 3.149
C 2.884 1.817 4.158
C 1.441 -6.855 -4.402
C 1.484 -4.939 -2.865
C 0.410 -5.991 -4.634
C 2.549 3.834 5.540
C 3.653 -1.161 1.963
C 3.792 -0.174 2.948
C 1.651 0.675 2.332
C -2.417 -3.365 2.013
C 2.492 -1.143 1.187
H -3.186 -4.092 2.206
H 2.188 4.764 5.947
H 4.696 -0.148 3.542
H -6.779 -1.637 -3.273
H -2.691 -2.536 0.004
H 4.513 1.154 5.425
H 1.666 -7.773 -4.919
H -0.022 -2.863 -2.032
H 5.193 -3.856 0.538
H 4.154 3.297 6.872
H -4.218 -1.733 -3.815
H -1.959 4.035 1.898
H -0.288 -4.087 -3.799
H 5.542 -2.192 2.296
H -1.357 -3.465 3.860
H 0.822 1.354 2.477
H -0.330 -6.138 -5.405
H 3.729 -4.793 -1.289
H 0.219 -1.739 2.936
H -0.193 2.720 0.685
H -7.233 -0.366 -1.027
H -2.978 -0.122 1.529
*
```

---

Entry 3:
C21H29Cl3N4SiW | wB97M-V/def2-TZVPD

The gap between HOMO and LUMO (alpha / beta) is 6.79 / 6.79 eV. The calculation puts the total energy at -75468.3765 eV. As for the energy relative to the best compared isomer or geometry (same formula, charge and spin): 1.2 kJ/mol.

The geometry in ORCA input format:
```
! wB97M-V def2-TZVPD RIJCOSX def2/J DEFGRID3
* xyz 2 1
W -0.295 -0.870 -1.087
Cl -0.574 0.882 -4.649
Cl -1.269 -2.280 -4.695
Cl -0.507 -3.137 -1.333
Si -0.711 -0.769 -3.499
N 1.945 -0.589 -1.331
N 0.038 -1.290 1.038
N -2.353 -0.130 -0.589
N -0.108 1.073 -1.092
C 0.431 -2.012 3.526
C -0.291 -0.998 4.427
C 2.686 -1.563 -0.467
C -3.666 1.774 -1.578
C -1.242 3.094 -2.036
C -3.386 -1.086 -1.089
C 2.431 -0.787 -2.734
C 3.533 1.235 -0.679
C 1.944 -2.007 3.786
C 1.359 2.958 -0.375
C -2.583 0.059 0.878
C -2.468 1.189 -1.220
C 2.248 0.792 -0.930
C 1.163 1.656 -0.822
C 0.211 -1.606 2.129
C -1.260 1.851 -1.421
C -2.447 3.682 -2.399
C 3.732 2.547 -0.275
C 2.648 3.395 -0.109
C -0.156 -3.422 3.696
C -3.649 3.033 -2.169
H 0.008 -3.732 4.728
H 2.533 -1.310 0.577
H -0.129 -1.294 5.463
H -1.229 -3.436 3.504
H -3.182 -2.072 -0.679
H 2.371 -1.013 3.647
H 2.111 -2.304 4.821
H 2.320 -2.566 -0.673
H 2.172 -1.792 -3.064
H -4.581 3.496 -2.461
H 0.521 3.617 -0.207
H -4.377 -0.775 -0.760
H -3.559 0.521 1.027
H -2.438 4.649 -2.882
H -3.360 -1.128 -2.175
H 2.801 4.408 0.238
H -0.310 3.584 -2.276
H -1.809 0.707 1.283
H 3.751 -1.528 -0.694
H -2.558 -0.909 1.371
H 3.515 -0.665 -2.766
H 4.383 0.573 -0.784
H 2.464 -2.718 3.144
H 1.983 -0.032 -3.377
H 0.103 0.009 4.295
H -4.610 1.272 -1.416
H 4.735 2.898 -0.074
H 0.333 -4.143 3.041
H -1.365 -0.992 4.243
*
```

---

Entry 4:
C7H8ClN3O | wB97M-V/def2-TZVPD

The gap between HOMO and LUMO is 8.83 eV. The calculation puts the total energy at -26427.6626 eV. As for the energy relative to the best compared isomer or geometry (same formula, charge and spin): 28.3 kJ/mol.

The geometry in ORCA input format:
```
! wB97M-V def2-TZVPD RIJCOSX def2/J DEFGRID3
* xyz 0 1
Cl 4.131 -1.675 -2.188
O -3.780 1.595 1.350
N -2.621 0.895 1.642
N -2.173 0.785 -0.708
N -0.590 0.157 0.910
C 0.486 -0.289 0.109
C 1.697 -0.484 -1.964
C 0.574 -0.067 -1.272
C -1.816 0.623 0.495
C 2.741 -1.138 -1.302
C 1.543 -0.927 0.767
C 2.659 -1.364 0.072
H -2.123 1.375 2.374
H -0.247 0.428 -1.770
H -0.583 -0.226 1.890
H 1.759 -0.323 -3.042
H 1.501 -1.084 1.842
H -3.526 2.453 0.975
H -3.113 1.123 -0.756
H 3.483 -1.858 0.575
*
```

---

Q: What is the formula in the fourth record?
A: C7H8ClN3O